# 1
Formula: FO4S
Source: the Open Molecules 2025 dataset
Level of theory: ωB97M-V with the def2-TZVPD basis set

Summary:
E_LUMO (alpha / beta) = 2.87 / 2.76 eV
HOMO energy (alpha / beta) = -0.16911 / -0.15489 Ha
Total charge = -1
Total energy = -21739.2018 eV
Gap between HOMO and LUMO (alpha / beta) = 7.4742 / 6.9723 eV

Each line ends with the Mulliken charge.
Geometry (Å):
O  0.6467  0.6252  -1.5159  -0.4860
O  1.6006  0.4104  0.7686  -0.4348
O  0.8845  -1.6137  -0.4962  -0.4574
O  -1.4474  0.4984  1.2083  -0.5161
F  -2.5172  0.2701  0.3101  -0.1948
S  0.8328  -0.1904  -0.2749  1.0891

# 2
Formula: C4H11N3O
Source: the Open Molecules 2025 dataset
Level of theory: ωB97M-V with the def2-TZVPD basis set

Summary:
E_LUMO = 0.84 eV
HOMO energy = -0.33309 Ha
Total charge = 0
Total energy = -10844.3167 eV
Gap between HOMO and LUMO = 9.9059 eV

Each line ends with the Mulliken charge.
Geometry (Å):
C  -0.9875  0.9542  -1.6903  -1.4587
C  0.0491  0.6555  -0.6197  -0.0478
N  -0.2424  1.3383  0.7400  -0.5321
C  0.1468  -0.8126  -0.2279  -0.2951
N  -1.1442  -1.4702  -0.2251  -0.6627
C  0.7208  -0.7103  1.2805  0.6760
N  2.0626  -0.4444  1.3453  -0.3683
O  0.1217  -1.2556  2.1874  -0.6563
H  -1.0697  2.0284  -1.8503  0.4111
H  -0.6900  0.4797  -2.6238  0.3634
H  -1.9524  0.5480  -1.3985  0.2946
H  1.0336  1.0343  -0.9175  0.3318
H  -0.1546  2.3485  0.6790  0.2468
H  -1.1781  1.0970  1.0509  0.1998
H  0.8621  -1.3307  -0.8713  0.5395
H  -1.0269  -2.4733  -0.3093  0.2525
H  -1.6009  -1.3125  0.6710  0.2731
H  2.5263  -0.0136  0.5641  0.1839
H  2.5237  -0.6607  2.2153  0.2486

# 3
Formula: C15H13BrO2
Source: the Open Molecules 2025 dataset
Level of theory: ωB97M-V with the def2-TZVPD basis set

Summary:
E_LUMO = 0.64 eV
HOMO energy = -0.32119 Ha
Total charge = 0
Total energy = -89901.8704 eV
Gap between HOMO and LUMO = 9.3809 eV

Each line ends with the Mulliken charge.
Geometry (Å):
O  0.9405  -1.5646  3.0662  -0.5341
C  1.3935  -0.9219  1.9329  0.6343
C  2.5452  -1.5975  1.3724  0.1321
Br  3.2211  -3.0943  2.2799  -0.2728
C  3.2866  -1.0053  0.3777  -0.6766
C  2.7154  0.1443  -0.1825  -0.6171
C  1.5357  0.7483  0.1869  0.9446
C  0.9006  0.2347  1.3674  -0.0014
C  -0.3377  0.9201  1.8575  -1.1607
C  -1.0162  1.5842  0.6456  0.0494
C  -1.5652  0.5575  -0.3772  0.2803
C  -2.3522  1.0878  -1.4176  -0.6475
C  -2.8715  0.2706  -2.4045  -0.3727
C  -2.6359  -1.0647  -2.4425  -0.2575
C  -1.8928  -1.6261  -1.4310  -0.8991
C  -1.3909  -0.8528  -0.3853  0.1374
O  -0.1199  2.4915  0.0301  -0.5295
C  0.9007  1.7607  -0.7442  -1.0406
H  1.5399  -2.1899  3.4669  0.3040
H  4.2088  -1.4477  0.0453  0.4236
H  3.0917  0.4020  -1.1715  0.3219
H  -1.1312  0.1753  2.2361  0.3670
H  -0.0883  1.5382  2.6642  0.4458
H  -1.8704  2.0957  1.1459  0.4965
H  -2.4385  2.1213  -1.4938  0.4839
H  -3.4553  0.6430  -3.3136  0.2424
H  -3.0076  -1.5494  -3.3686  0.3221
H  -1.4774  -2.5611  -1.6603  0.3559
H  -0.7630  -1.2105  0.4204  0.3088
H  0.5204  1.3134  -1.6795  0.2703
H  1.6139  2.5974  -1.0233  0.4894

# 4
Formula: C15H14F2N4
Source: the Open Molecules 2025 dataset
Level of theory: ωB97M-V with the def2-TZVPD basis set

Summary:
E_LUMO = -0.40 eV
HOMO energy = -0.32146 Ha
Total charge = 0
Total energy = -27176.9214 eV
Gap between HOMO and LUMO = 8.3516 eV

Each line ends with the Mulliken charge.
Geometry (Å):
C  -0.4416  1.6572  -2.3500  -1.0743
C  -0.4930  2.1916  -0.9089  -0.3089
C  -1.5195  1.4250  -0.0338  -1.0045
N  -1.1602  0.0164  0.0792  0.2163
C  -0.0655  -0.5389  0.6808  0.3348
C  0.7631  0.1252  1.6545  0.3772
C  0.2167  0.9227  2.6885  -0.3163
N  0.9959  1.5206  3.5974  -0.6690
N  2.3248  1.4190  3.5534  -0.4433
C  2.9394  0.6598  2.6237  0.3883
C  4.4061  0.4774  2.5954  0.2314
F  4.9430  0.9316  1.4415  -0.2508
F  4.7211  -0.8620  2.6573  -0.2605
C  2.1565  0.0119  1.6451  -0.3688
N  0.1636  -1.7534  0.2471  -0.7782
C  -0.8557  -2.0525  -0.6239  0.6328
C  -1.0453  -3.2035  -1.4149  -0.6306
C  -2.0954  -3.2097  -2.3483  -0.4940
C  -2.9172  -2.0794  -2.4912  -0.5728
C  -2.7673  -0.9741  -1.6520  -0.8957
C  -1.6916  -0.9709  -0.7584  0.5861
H  0.3186  2.2330  -2.8817  0.4160
H  -1.4305  1.7626  -2.7778  0.2717
H  -0.1074  0.5984  -2.3084  0.2461
H  -0.7505  3.2396  -0.8898  0.4746
H  0.4667  2.0470  -0.4080  0.2224
H  -1.5570  1.8136  0.9979  0.2567
H  -2.5017  1.5984  -0.4530  0.4880
H  -0.8820  0.9927  2.7734  0.5891
H  4.8873  0.9510  3.4786  0.3036
H  2.6816  -0.6054  0.9148  0.4135
H  -0.3724  -4.0496  -1.3036  0.4275
H  -2.2591  -4.0674  -2.9771  0.3985
H  -3.7052  -2.0971  -3.2657  0.3560
H  -3.3665  -0.1312  -1.7822  0.4370

Ordered strongest force on any atom results: 3.51 3.17 3.79 3.49; unit eV Å⁻¹.